C32H41Cl2N2OP3Ti | ωB97M-V with the def2-TZVPD basis set

ORCA input file:
```
! wB97M-V def2-TZVPD RIJCOSX def2/J DEFGRID3
* xyz 2 1
Ti 1.490 -0.341 1.980
Cl 1.984 -2.578 2.548
Cl 2.413 0.336 4.128
P -0.427 4.133 1.084
P -0.524 -0.746 3.638
P -0.269 -1.609 -1.607
O 0.437 1.902 -1.018
N 4.495 -0.196 1.652
N 3.322 0.219 1.109
C 5.547 0.407 1.079
C 0.446 -1.651 -4.249
C 0.794 -1.169 -2.975
C 2.717 -0.052 -3.921
C 2.352 -0.505 -5.193
C -1.789 -0.649 -1.678
C -1.665 0.611 4.047
C -1.639 -2.023 2.984
C -3.159 1.095 -2.637
C -2.242 -5.077 -2.367
C 0.885 1.884 2.239
C -3.876 -0.028 -0.616
C -4.088 0.936 -1.607
C -0.128 -1.397 5.296
C -0.710 -3.337 -1.670
C -2.140 4.032 0.545
C -1.971 -3.729 -2.151
C -2.750 -0.844 -0.667
C 0.266 -4.308 -1.365
C -0.288 1.474 0.163
C 0.646 -0.991 0.176
C 0.585 4.851 -0.206
C 5.039 1.262 0.102
C 3.650 1.132 0.151
C 0.123 2.413 1.279
C -0.017 -5.653 -1.594
C 1.221 -1.314 -5.353
C 0.128 0.135 0.603
C -0.273 4.992 2.636
C 1.960 -0.398 -2.803
C -1.264 -6.040 -2.097
C -2.004 0.318 -2.674
H -0.566 6.039 2.475
H 0.767 4.950 2.986
H 6.564 0.201 1.378
H 2.952 -0.236 -6.062
H -2.244 -2.421 3.810
H -0.436 -2.290 -4.363
H -3.219 -5.371 -2.755
H -4.986 1.555 -1.581
H -1.022 -1.867 5.725
H 1.637 4.825 0.107
H 0.272 5.889 -0.379
H 4.505 -0.826 2.453
H -2.292 -1.594 2.215
H -4.600 -0.161 0.192
H 5.592 1.898 -0.565
H -1.477 -7.094 -2.280
H 2.276 -0.108 -1.798
H -1.039 -2.827 2.542
H -2.609 -1.634 0.074
H -1.102 1.398 4.565
H 1.228 -3.991 -0.963
H -0.934 4.543 3.390
H 2.888 1.652 -0.416
H -1.373 1.478 -0.035
H 0.938 -1.686 -6.339
H 1.110 -1.893 0.602
H 0.289 1.278 -1.755
H 3.602 0.577 -3.791
H -1.283 0.437 -3.489
H 0.680 -2.131 5.205
H -2.537 5.050 0.438
H -2.732 3.488 1.294
H -2.731 -2.973 -2.366
H 0.747 -6.405 -1.383
H 0.471 4.250 -1.117
H -3.330 1.830 -3.428
H 0.217 -0.575 5.935
H -2.214 3.511 -0.419
H 1.275 2.460 3.094
H -2.079 1.033 3.123
H -2.479 0.245 4.688
*
```

## Properties
energy relative to the best compared isomer or geometry (same formula, charge and spin) = 0.00 kcal/mol
calculated total energy = -4222.16792 hartree
Kohn-Sham gap = 0.2813 Ha